No. 1
Formula: C5H3NO
Source: OMol25
Level of theory: ωB97M-V with the def2-TZVPD basis set

CARTESIAN COORDINATES (ANGSTROEM)
C1 1.86 -0.20 0.87
C2 -1.22 1.52 -0.38
C3 -2.18 1.40 -1.07
C4 0.72 -2.12 0.28
C5 0.80 -0.81 0.17
N1 2.69 0.33 1.51
O1 0.76 -3.23 0.60
H1 -0.67 1.92 0.41
H2 -2.85 1.38 -2.00
H3 0.09 -0.19 -0.39

orbital gap	9.797	eV
largest force on an atom	4.29	eV/Å
molecular weight	93.085	g/mol
SMILES	N#CC=C=O.C#C
highest occupied orbital energy	-0.36160	Eh

Table of Löwdin atomic charges, one value per atom, all in e: -0.25, -0.05, 0.01, -0.14, -0.10, 0.14, 0.23, 0.03, 0.07, 0.05

No. 2
Formula: C5H3NO2
Source: OMol25
Level of theory: ωB97M-V with the def2-TZVPD basis set

CARTESIAN COORDINATES (ANGSTROEM)
C1 0.59 0.20 1.58
C2 -0.58 -0.47 0.03
C3 -0.93 -0.56 -1.31
C4 0.96 0.71 -1.10
C5 0.54 0.37 0.10
H1 -1.28 -0.71 2.17
H2 -1.76 -0.90 -1.94
H3 1.77 1.29 -1.55
N1 -0.57 -0.64 1.46
O1 1.27 0.47 2.54
O2 -0.01 0.25 -1.99

orbital gap	9.634	eV
largest force on an atom	2.74	eV/Å
molecular weight	109.084	g/mol
SMILES	O=C1Nc2cocc21
highest occupied orbital energy	-0.32821	Eh

Table of Löwdin atomic charges, one value per atom, all in e: -0.35, -0.16, 0.00, -0.01, -0.12, 0.14, 0.12, 0.14, 0.15, 0.12, -0.04

No. 3
Formula: C5H3NO2
Source: OMol25
Level of theory: ωB97M-V with the def2-TZVPD basis set

CARTESIAN COORDINATES (ANGSTROEM)
C1 -1.65 -0.15 -0.01
C2 -0.25 0.02 -0.36
C3 -0.03 1.48 -0.11
C4 0.59 -0.95 -0.21
C5 2.04 -0.66 -0.10
H1 -2.40 0.67 0.71
H2 -0.89 2.05 0.03
H3 0.48 -2.12 -0.27
N1 3.25 -1.08 0.18
O1 -2.30 -1.14 0.10
O2 1.15 1.88 0.05

orbital gap	8.080	eV
largest force on an atom	11.72	eV/Å
molecular weight	109.084	g/mol
SMILES	N#CC=C(C=O)C=O
highest occupied orbital energy	-0.37698	Eh

Table of Löwdin atomic charges, one value per atom, all in e: -0.27, -0.20, -0.14, -0.01, -0.10, 0.21, 0.09, 0.19, 0.14, 0.06, 0.04

No. 4
Formula: C5H3NO3
Source: OMol25
Level of theory: ωB97M-V with the def2-TZVPD basis set

CARTESIAN COORDINATES (ANGSTROEM)
C1 0.95 1.29 -0.77
C2 -0.70 0.20 0.24
C3 -1.73 -0.44 0.81
C4 0.37 -0.71 0.06
C5 1.44 -0.04 -0.33
H1 -2.77 -0.27 1.06
H2 -1.39 -2.31 1.84
H3 2.45 -0.33 -0.55
N1 -1.35 -1.80 0.95
O1 1.48 2.22 -1.38
O2 -0.39 1.40 -0.31
O3 0.06 -1.90 0.55

orbital gap	8.856	eV
largest force on an atom	3.47	eV/Å
molecular weight	125.083	g/mol
SMILES	O=c1cc2o[nH]cc-2o1
highest occupied orbital energy	-0.31579	Eh

Table of Löwdin atomic charges, one value per atom, all in e: -0.38, -0.22, 0.03, -0.26, 0.09, 0.14, 0.15, 0.12, 0.04, 0.09, 0.12, 0.07

No. 5
Formula: C5H3O3Rh
Source: OMol25
Level of theory: ωB97M-V with the def2-TZVPD basis set

CARTESIAN COORDINATES (ANGSTROEM)
C1 -1.95 -0.33 -0.53
C2 -2.68 0.32 0.31
O1 -3.30 1.08 0.95
C3 -1.12 -1.48 -0.88
C4 0.01 -1.23 0.05
O2 0.98 -0.50 -0.24
C5 1.83 1.06 2.19
O3 2.71 0.70 1.53
Rh1 2.84 -0.39 -0.21
H1 -1.58 -2.46 -0.72
H2 -0.73 -1.35 -1.91
H3 0.04 -1.76 1.02

orbital gap (alpha / beta)	10.152 / 8.550	eV
largest force on an atom	6.10	eV/Å
molecular weight	213.982	g/mol
multiplicity	6
net charge	+3
highest occupied orbital energy (alpha / beta)	-0.91236 / -0.94355	Eh

Table of Löwdin atomic charges, one value per atom, all in e: 0.31, 0.07, 0.46, 0.00, -0.04, -0.13, 0.24, -0.07, 1.58, 0.20, 0.19, 0.20

No. 6
Formula: C5H4
Source: OMol25
Level of theory: ωB97M-V with the def2-TZVPD basis set

CARTESIAN COORDINATES (ANGSTROEM)
C1 2.01 -0.62 0.65
C2 1.11 0.21 0.03
C3 -0.11 0.58 -0.42
C4 -1.33 -0.10 -0.18
C5 -2.41 -0.56 0.10
H1 2.64 -1.26 0.01
H2 1.65 1.15 0.27
H3 -0.19 1.59 -0.82
H4 -3.36 -0.98 0.36

orbital gap (alpha / beta)	7.266 / 7.267	eV
largest force on an atom	0.89	eV/Å
molecular weight	64.087	g/mol
highest occupied orbital energy (alpha / beta)	-0.29706 / -0.29704	Eh

Table of Löwdin atomic charges, one value per atom, all in e: 0.18, -0.27, -0.16, -0.16, 0.11, 0.03, 0.14, 0.10, 0.02

Energy above the lowest of the compared OMol25 structures with the same formula, charge and spin values, unit eV, following the record order: 3.106, 1.844, 4.231, 1.851, 0.000, 3.319.